34
Properties=species:S:1:pos:R:3:nbo_charge:R:1 method="wB97M-V/def2-TZVPD" multiplicity=1 e_above_lowest_ev=0.288 lumo_energy_ev=0.524 homo_ev=-9.26 energy_ev=-17852.923 smiles="CCCC/C=C/CO.O.O.O.O"
C -2.30585 -0.69291 -3.17575 -0.61
C -1.14220 -1.14471 -2.27752 -0.40
C 0.07062 -0.20797 -2.40172 -0.40
C -0.13468 1.14159 -1.71097 -0.44
C -0.05876 1.01707 -0.22434 -0.16
C 1.07288 1.30934 0.44616 -0.24
C 1.15077 1.18743 1.92710 -0.11
O 0.22034 2.04282 2.57185 -0.75
H -1.96287 -0.59806 -4.22864 0.20
H -3.12540 -1.38665 -3.16767 0.21
H -2.65878 0.28476 -2.84863 0.20
H -1.46409 -1.18329 -1.17399 0.19
H -0.84201 -2.19500 -2.56949 0.20
H 0.30515 -0.04378 -3.42565 0.20
H 0.98936 -0.67521 -2.01523 0.23
H -1.09696 1.57322 -1.98077 0.20
H 0.59936 1.84496 -2.15384 0.21
H -0.95663 0.64679 0.17650 0.19
H 1.97661 1.64728 -0.10595 0.23
H 0.85767 0.15864 2.26830 0.19
H 2.15043 1.43953 2.29015 0.18
H 0.16065 2.95829 2.14775 0.49
O -1.01837 -1.69739 1.74855 -1.00
H -1.35481 -0.79308 1.97086 0.51
H -1.78084 -2.24284 1.64700 0.48
O 3.03342 -0.50312 -0.77060 -1.00
H 3.82872 -0.98933 -0.62891 0.46
H 2.31591 -0.96964 -0.26440 0.50
O -2.07965 0.66026 2.45327 -0.97
H -1.27600 1.21516 2.58239 0.51
H -2.61746 1.12522 1.82898 0.47
O 1.37767 -2.10203 0.62255 -0.99
H 1.20851 -2.89050 0.10282 0.48
H 0.55950 -1.78989 1.04575 0.52


44
Properties=species:S:1:pos:R:3:nbo_charge:R:1 method="wB97M-V/def2-TZVPD" multiplicity=3 e_above_lowest_ev=0.709 total_charge=-1 lumo_energy_ev="2.611 / 1.726" homo_ev="0.18 / -4.88" energy_ev=-210978.595
Cu 0.24117 -1.24354 0.64886 1.48
Br -0.30814 -1.29519 3.39715 -0.84
Br 2.85029 -2.28373 0.62609 -0.87
C -0.55582 -4.26088 -0.21472 0.76
O -0.65634 -3.22708 0.43185 -0.72
N -1.42267 -5.20619 -0.31334 -0.82
N 0.53253 -4.60150 -0.76793 -0.81
H -2.28870 -4.99083 0.15964 0.40
H -1.06200 -6.12584 -0.52374 0.39
H 1.34150 -4.01788 -0.60964 0.45
H 0.61298 -5.39480 -1.38785 0.37
C -3.01708 -0.47085 -0.02008 0.70
O -1.81078 -0.64718 0.16468 -0.75
N -3.92151 -1.38729 0.07024 -0.82
N -3.58209 0.61659 -0.36201 -0.90
H -4.78784 -0.99685 -0.27199 0.36
H -3.81228 -2.34031 0.38635 0.41
H -4.58511 0.73398 -0.34496 0.36
H -2.95819 1.40461 -0.46143 0.37
C 0.42998 -0.30762 -2.66228 0.63
O 0.44535 -0.73771 -1.51638 -0.78
N 0.90191 -0.92543 -3.65768 -0.82
N -0.19791 0.78964 -2.90919 -1.00
H 1.51624 -1.69685 -3.43953 0.41
H 0.79040 -0.46323 -4.54877 0.37
H -0.46730 1.35119 -2.11408 0.35
H -0.20854 1.23977 -3.81327 0.30
C 2.18954 2.37827 -0.36447 -0.65
C 1.76318 1.67352 0.92555 -0.09
C 1.78668 2.51424 2.19658 -0.10
O 0.81166 3.56859 1.97348 -0.56
C 1.17864 4.62844 2.89028 -0.25
N 0.50463 0.93670 0.70332 -0.83
H 2.28825 1.73862 -1.24152 0.23
H 3.17289 2.81179 -0.18229 0.20
H 1.50872 3.19595 -0.60108 0.20
H 2.49497 0.89871 1.15414 0.22
H 2.82549 2.78156 2.39022 0.18
H 1.55441 1.96866 3.11119 0.20
H 0.50503 5.48410 2.84355 0.19
H 2.21507 4.94946 2.78599 0.16
H 1.08806 4.15147 3.86619 0.17
H 0.07498 1.27215 1.55360 0.40
H 0.01775 1.53279 0.04931 0.36


35
Properties=species:S:1:pos:R:3:nbo_charge:R:1 method="wB97M-V/def2-TZVPD" multiplicity=1 e_above_lowest_ev=1.966 lumo_energy_ev=0.284 homo_ev=-8.70 energy_ev=-17310.202 smiles="C=C(C)CC[C@H](C)N.O.O.O.O"
C -1.03368 -2.15980 -1.93436 -0.43
C -0.94677 -1.35305 -0.87738 0.04
C -0.64583 -1.89494 0.47656 -0.68
C -0.79161 0.12800 -1.05026 -0.41
C 0.66463 0.49898 -1.46918 -0.41
C 1.69632 0.68464 -0.40469 -0.06
C 1.96273 2.27943 -0.34388 -0.61
N 2.98412 0.02304 -0.60117 -0.84
H -1.06586 -3.24618 -1.93067 0.19
H -1.28495 -1.86917 -2.96905 0.19
H 0.31301 -1.58312 0.87872 0.22
H -0.87254 -2.92803 0.55297 0.25
H -1.58365 -1.60311 1.07169 0.22
H -1.51207 0.51728 -1.76227 0.20
H -1.04216 0.49463 -0.05522 0.19
H 0.49565 1.37162 -2.11045 0.20
H 1.03973 -0.12620 -2.26269 0.22
H 1.25777 0.57081 0.58592 0.21
H 2.56565 2.60281 -1.20484 0.19
H 0.97844 2.74324 -0.52461 0.19
H 2.37945 2.47246 0.62159 0.21
H 3.32903 0.22084 -1.52881 0.35
H 3.69171 0.30646 0.06258 0.37
O 0.85198 1.74489 3.03607 -0.98
H -0.10043 1.75157 2.80603 0.50
H 0.99909 2.59894 3.45364 0.46
O 0.65996 -4.29351 0.71796 -0.93
H 0.60106 -4.13562 -0.23305 0.47
H 1.23835 -3.56351 0.97508 0.47
O -1.75141 1.58925 2.32980 -0.98
H -1.76633 1.22272 1.43723 0.51
H -2.57633 1.57604 2.80759 0.50
O -3.49021 0.90311 0.17638 -0.94
H -3.68275 1.83964 0.01841 0.47
H -3.56212 0.61585 -0.74563 0.48


40
Properties=species:S:1:pos:R:3:nbo_charge:R:1 method="wB97M-V/def2-TZVPD" multiplicity=1 lumo_energy_ev=-0.050 homo_ev=-10.27 energy_ev=-36331.093 smiles="CCOS(C)(=O)=O.C[N+](=O)[O-].CO.CO.CO"
C -8.29979 3.73526 -1.35483 -0.63
C -7.23872 2.75943 -1.40630 -0.09
O -6.08808 3.36752 -2.02288 -0.72
S -4.68928 2.48812 -1.98040 2.31
C -3.53802 3.83061 -2.47536 -0.85
O -4.43140 2.09415 -0.60253 -0.92
O -4.72926 1.49194 -3.02780 -0.92
H -8.85663 3.83469 -2.28657 0.21
H -7.94732 4.74578 -1.14824 0.23
H -9.04824 3.44461 -0.61764 0.23
H -6.96398 2.54845 -0.37280 0.20
H -7.42832 1.85295 -1.98114 0.20
H -2.97562 4.10475 -1.58281 0.25
H -4.11430 4.59964 -2.98975 0.26
H -2.76303 3.41709 -3.12072 0.25
C -14.06108 9.44493 -9.82259 -0.49
N -14.27505 8.00672 -9.69167 0.51
O -14.02159 7.27573 -10.66511 -0.38
O -14.52993 7.56327 -8.57646 -0.37
H -13.28552 9.40250 -10.58732 0.24
H -13.53753 9.86222 -8.96243 0.24
H -15.01840 9.93276 -10.00606 0.24
C -7.42830 6.50338 -12.03085 -0.24
O -7.69864 7.47793 -12.98966 -0.72
H -6.40019 6.73773 -11.75483 0.16
H -8.05078 6.66596 -11.15098 0.17
H -7.50811 5.48861 -12.42068 0.17
H -6.82202 7.76332 -13.25739 0.46
C -13.48319 -1.76502 -1.41793 -0.24
O -13.33534 -1.44566 -0.07042 -0.73
H -12.64030 -1.49467 -2.05396 0.18
H -13.59702 -2.84616 -1.49734 0.16
H -14.39997 -1.26163 -1.72489 0.16
H -13.97784 -1.87370 0.50017 0.47
C -10.45381 1.92656 -7.44433 -0.25
O -10.61663 1.11013 -8.58527 -0.73
H -9.61958 2.60495 -7.62311 0.17
H -11.41986 2.34164 -7.15703 0.17
H -10.18820 1.24133 -6.63934 0.17
H -11.32363 1.42053 -9.15572 0.47


39
Properties=species:S:1:pos:R:3:nbo_charge:R:1 method="wB97M-V/def2-TZVPD" multiplicity=1 e_above_lowest_ev=0.390 total_charge=-1 lumo_energy_ev=2.924 homo_ev=-5.61 energy_ev=-30082.717
I 0.71090 -0.21026 0.14305 -0.90
C -3.55559 -1.12695 -0.59326 -0.24
O -2.86131 -0.34039 0.32642 -0.76
H -4.59300 -1.23733 -0.27052 0.16
H -3.60991 -0.69435 -1.59873 0.15
H -3.16080 -2.14497 -0.67570 0.16
H -1.91329 -0.26362 0.12385 0.50
C -0.48755 2.69549 -2.43735 -0.25
O 0.56992 2.88223 -1.52196 -0.75
H -0.08682 2.07787 -3.25450 0.15
H -1.31128 2.10523 -2.01566 0.16
H -0.90149 3.61753 -2.83943 0.17
H 0.85420 1.99526 -1.24037 0.49
C 0.09055 -1.73673 4.13890 -0.25
O 0.72591 -2.32593 3.01985 -0.76
H -0.95086 -2.08987 4.17411 0.15
H 0.53200 -2.14079 5.05269 0.16
H 0.07698 -0.64890 4.07003 0.17
H 0.76070 -1.65983 2.31202 0.49
C 2.80936 -2.42731 -4.73511 -0.09
C 2.65704 -1.76356 -3.38537 -0.09
O 1.82738 -2.59570 -2.59843 -0.76
O 3.50617 -3.68791 -4.68421 -0.72
H 3.39337 -1.80439 -5.41749 0.17
H 1.81478 -2.56249 -5.17480 0.16
H 2.23482 -0.76877 -3.55254 0.17
H 3.64187 -1.65875 -2.92205 0.17
H 1.47423 -2.09621 -1.84761 0.51
H 2.80270 -4.23114 -4.29693 0.47
C -1.40405 2.27850 3.43506 -0.09
C -0.40160 2.94458 2.51979 -0.09
O 0.92973 2.55072 2.83818 -0.74
O -1.38720 2.81744 4.75491 -0.74
H -1.33576 1.19091 3.34849 0.18
H -2.41451 2.45681 3.04957 0.17
H -0.48394 4.03044 2.53116 0.17
H -0.68934 2.62063 1.51247 0.18
H 1.06230 1.72357 2.35487 0.49
H -0.92660 2.22893 5.35655 0.47